Run A
The following is a quantum chemistry calculation of 2 unconnected molecules or ions with the total composition CHBrCl2S, from the Open Molecules 2025 dataset.

The geometry in ORCA input format:
```
! RIJCOSX wB97M-V def2-TZVPD def2/J DEFGRID3
* xyz 0 1
Cl -0.732 0.969 1.496
Br 2.087 -1.305 -0.247
Cl -0.597 1.358 -1.338
H 1.906 -0.142 0.591
S -1.579 -1.206 -0.385
C -1.085 0.326 -0.116
*
```

Values from the calculation:
- Structure (SMILES): S=C(Cl)Cl.Br
- Kohn-Sham gap: 8.6 eV

---

Run B
The following is a quantum chemistry calculation of CHBrCl2S in the gas phase, from the Open Molecules 2025 dataset.

The geometry in ORCA input format:
```
! RIJCOSX wB97M-V def2-TZVPD def2/J DEFGRID3
* xyz 0 1
C -0.315 0.038 -0.027
H 1.959 -0.344 0.121
Cl -1.557 1.396 -0.703
Br -1.228 -1.671 -0.111
S 1.234 0.070 -0.933
Cl -0.093 0.511 1.654
*
```

Values from the calculation:
- Structure (SMILES): SC(Cl)(Cl)Br
- Kohn-Sham gap: 9.8 eV

---

Result of the stability comparison: run B is the least stable of them.

---

Run A
The following is a quantum chemistry calculation of C14H19N3O4 in the gas phase, from the Open Molecules 2025 dataset.

The geometry in ORCA input format:
```
! RIJCOSX wB97M-V def2-TZVPD def2/J DEFGRID3
* xyz 0 1
N -2.077 1.771 -4.903
H 4.960 0.878 3.479
H -0.664 -1.644 2.601
O 1.684 1.124 2.705
C 2.870 0.507 3.180
H -3.219 2.415 -2.607
C -2.633 1.511 -2.542
H 4.396 1.320 1.870
C -1.782 -0.372 -1.277
C -1.238 -0.131 -3.622
C -0.492 -0.754 1.988
H 2.973 -0.495 2.740
H -1.679 -2.908 0.801
H 3.995 2.343 3.259
O -2.694 2.821 -4.896
C -1.142 -0.828 -2.443
H -2.658 -0.687 1.747
C 1.493 -0.176 0.603
H -0.538 -1.720 -2.424
H -1.316 -2.942 -0.922
H -0.208 0.063 2.648
C -2.539 0.813 -1.364
C 4.136 1.318 2.925
H 0.967 -2.234 -0.571
H 2.412 1.725 0.850
C -1.979 1.047 -3.681
H -1.793 0.685 1.023
C 0.352 -2.288 0.330
N -1.732 -1.067 -0.100
C -1.764 -0.392 1.183
H 0.654 1.749 1.098
N 0.579 -1.059 1.069
H 2.702 0.405 4.255
H -3.085 1.169 -0.505
H -0.730 -0.473 -4.511
O 2.238 -0.446 -0.320
C -1.150 -2.385 -0.002
H 0.672 -3.149 0.925
O -1.540 1.301 -5.890
C 1.570 1.185 1.301
*
```

Values from the calculation:
- Structure (SMILES): CCOCC(=O)N1CCN(c2ccc([N+](=O)[O-])cc2)CC1
- Kohn-Sham gap: 8.3 eV

---

Run B
The following is a quantum chemistry calculation of C14H19N3O4 in the gas phase, from the Open Molecules 2025 dataset.

The geometry in ORCA input format:
```
! RIJCOSX wB97M-V def2-TZVPD def2/J DEFGRID3
* xyz 0 1
C -5.067 -1.499 0.217
C 1.658 -0.531 -0.059
C 4.855 -0.766 -0.028
C -4.565 -0.356 0.968
C -3.477 0.381 0.610
C -4.290 -1.806 -0.924
H -3.588 1.388 1.044
H -0.829 2.628 1.994
H 4.594 -0.024 1.923
H -0.952 3.425 0.375
H 5.256 0.800 -1.168
H -5.235 0.125 1.696
C -3.136 -0.955 -1.187
C -0.713 1.409 0.259
H -0.898 -2.435 -0.722
C 0.186 -1.181 0.379
H -4.516 -2.630 -1.625
O -0.151 -1.789 -0.836
H 2.588 -1.571 1.607
O -0.175 -1.396 1.481
N 5.041 -0.260 -1.295
O 0.887 2.853 -0.806
H -5.967 -2.028 0.414
C 3.961 -0.023 0.988
N 1.559 0.786 -0.674
H 1.986 -1.187 -0.813
H -2.292 1.908 -0.999
C -1.680 1.109 -0.932
H 2.469 1.194 -0.922
O 5.294 -1.906 0.293
H -0.389 0.491 0.761
C 2.566 -0.547 1.250
C -2.625 0.067 -0.458
H 5.592 -0.839 -1.942
C 0.708 1.768 -0.370
H -1.118 0.787 -1.872
H 2.064 0.146 1.892
H 4.199 0.955 0.617
H -2.671 -1.029 -2.149
N -1.130 2.539 1.013
*
```

Values from the calculation:
- Structure (SMILES): NC(=O)CC[C@H](NC(=O)[C@@H](N)Cc1ccccc1)C(=O)O
- Kohn-Sham gap: 9.1 eV

---

Result of the stability comparison: run A is the least stable of them.

---

Run A
The following is a quantum chemistry calculation of a molecular structure, C36H30AsCl2N6S2Tl, from the Open Molecules 2025 dataset.

The geometry in ORCA input format:
```
! RIJCOSX wB97M-V def2-TZVPD def2/J DEFGRID3
* xyz -2 1
C 3.676 4.979 -2.288
H -3.672 0.785 0.844
H -1.555 5.794 -2.559
H -2.749 5.989 -1.245
C 0.176 -1.371 3.302
N -0.930 -1.801 2.622
H 0.223 -0.081 0.823
H -4.209 -3.402 0.143
C 1.884 -3.685 -3.493
C -1.552 -2.730 3.424
C -2.707 -3.491 3.270
N 6.475 5.119 -4.320
N -0.938 4.267 -4.929
N 4.860 7.090 -1.375
H 1.110 -1.703 -3.725
H -2.094 -3.495 -1.030
H -2.833 3.166 -3.024
C 1.949 1.141 1.124
C -3.036 -4.345 4.305
C 1.111 -0.361 2.783
H -3.927 -4.955 4.223
H -5.046 -1.274 1.134
C -3.618 -2.495 0.061
H 1.877 1.575 0.132
C -1.730 5.679 -1.490
C -2.243 -4.441 5.461
H -1.537 4.441 1.432
H 2.541 -5.681 -3.000
H 3.894 1.310 3.706
H 2.290 -0.382 4.576
H -3.137 2.028 -1.700
C -0.356 -1.404 -1.503
C 2.171 0.044 3.589
C 3.057 0.983 3.097
H -3.906 3.639 -1.678
C -1.101 -3.680 5.610
C 1.194 -4.859 -1.531
C -0.108 3.755 -4.309
H 3.053 -2.544 -1.266
H -3.314 -3.406 2.381
C -2.404 -2.555 -0.594
C 0.634 0.915 -2.266
H -1.552 0.714 -0.365
N 2.963 1.535 1.888
H -1.249 -1.478 1.714
H -0.484 -3.744 6.497
C 0.426 -3.772 -1.146
S 3.647 2.841 -4.090
C 5.484 4.761 -3.857
C 4.349 6.147 -1.793
C 0.166 -0.160 -1.927
H -2.276 2.855 1.187
C -4.100 -1.307 0.610
H -2.538 -5.124 6.248
N 0.318 -1.948 4.471
C -0.752 -2.811 4.575
C 1.001 0.201 1.519
C -1.588 -1.404 -0.775
C 1.117 -2.598 -3.114
As -1.441 3.798 -1.026
H -0.087 -3.804 -0.193
C 1.933 -4.833 -2.708
H 2.460 -3.632 -4.410
H 1.237 -5.729 -0.884
C -3.009 3.080 -1.952
C 3.308 -1.607 -0.789
C 4.240 4.289 -3.315
H -3.191 4.328 0.778
H 2.461 -0.930 -0.761
S 2.183 4.625 -1.453
C 0.359 -2.600 -1.925
Cl 3.803 -1.964 0.880
Tl 1.393 2.748 -2.937
C -2.115 -0.202 -0.224
H -1.015 6.299 -0.949
C -2.202 3.866 0.786
Cl 4.600 -0.835 -1.720
C -3.325 -0.163 0.447
*
```

Values from the calculation:
- Kohn-Sham gap: 5.5 eV

---

Run B
The following is a quantum chemistry calculation of a molecular structure, C36H30AsCl2N6S2Tl, from the Open Molecules 2025 dataset.

The geometry in ORCA input format:
```
! RIJCOSX wB97M-V def2-TZVPD def2/J DEFGRID3
* xyz -2 1
H -0.049 -0.077 -4.247
C -3.262 4.125 2.138
N 3.908 -4.417 -4.257
H 5.379 -5.414 -6.550
C -5.445 5.414 0.786
H -3.566 0.961 -2.088
C 2.088 -1.146 -2.115
C 2.183 -3.639 -1.039
H 5.241 -9.372 -4.886
Cl -3.203 0.202 0.719
N 3.401 0.678 5.839
C 5.377 -7.440 -5.821
C -3.609 3.841 0.792
H -3.831 5.427 3.768
H 0.678 2.874 6.366
S 0.137 -1.046 2.211
H 0.209 3.078 3.978
C -2.647 3.425 6.521
N 0.102 -1.443 5.836
As -1.019 1.079 -2.174
C 3.974 -6.523 -3.621
C 4.369 -5.657 -4.648
H -3.007 1.422 -3.718
C -0.336 3.078 6.042
C 4.985 -8.324 -4.801
N 3.298 -5.823 -2.632
H -6.271 5.898 0.280
H -1.150 3.109 8.041
H -2.926 -0.277 -3.179
C -1.355 3.207 6.982
C -1.119 3.030 -2.122
C 3.284 -4.585 -3.047
H -5.696 6.480 2.634
C -0.352 2.313 1.229
H -4.871 4.190 -0.886
Tl 1.095 0.925 0.554
H -0.135 3.431 -1.883
C 5.077 -6.093 -5.764
H 2.046 -0.140 -2.510
C 2.214 0.161 3.593
C -1.192 2.847 1.941
N 2.806 2.280 -2.095
C 1.661 -2.548 -0.357
N 1.618 -1.325 -0.883
H -3.020 3.097 0.271
C 2.859 0.436 4.852
C 2.685 -3.448 -2.317
H 5.928 -7.824 -6.669
H -3.468 3.493 7.228
H -0.744 1.500 -4.689
H -1.451 3.406 -3.092
C -1.899 3.430 4.195
H 4.045 -3.545 -4.734
H 2.208 -4.617 -0.580
Cl -2.288 -2.358 -0.417
C -0.148 0.968 -3.945
C 2.241 1.792 -1.213
C -2.917 3.526 5.165
C 1.059 -0.557 3.595
C -4.657 4.461 0.144
H 2.977 -1.950 -3.868
C -5.120 5.727 2.104
C 2.626 -2.175 -2.869
C -0.599 3.191 4.690
H 1.270 -2.635 0.650
S 3.080 0.774 2.204
C 4.284 -7.880 -3.698
C 0.543 -1.029 4.857
H -4.071 -1.949 1.056
H 0.841 1.423 -3.886
H -2.460 -1.697 1.832
H 3.979 -8.554 -2.909
H -1.809 3.340 -1.341
C -2.830 0.763 -2.866
C -2.143 3.483 2.761
H -3.944 3.635 4.842
C -4.069 5.114 2.760
C -3.077 -1.528 0.956
*
```

Values from the calculation:
- Kohn-Sham gap: 3.4 eV

---

Result of the stability comparison: run B is the least stable of them.

---

Run A
The following is a quantum chemistry calculation of a molecular structure, C3H5BrFN, from the Open Molecules 2025 dataset.

The geometry in ORCA input format:
```
! RIJCOSX wB97M-V def2-TZVPD def2/J DEFGRID3
* xyz 0 1
N 1.127 -0.153 -0.262
C -0.836 0.427 0.522
F -0.369 -2.204 -0.074
C 0.167 0.938 -0.475
H 0.663 1.911 -0.334
H -0.999 1.019 1.414
H -0.306 1.117 -1.495
C 0.431 -1.081 0.425
H 0.949 -1.529 1.260
Br -2.573 0.098 -0.072
H 1.746 -0.543 -0.907
*
```

Values from the calculation:
- Kohn-Sham gap: 10.4 eV

---

Run B
The following is a quantum chemistry calculation of 2 unconnected molecules or ions with the total composition C3H5BrFN, from the Open Molecules 2025 dataset.

The geometry in ORCA input format:
```
! RIJCOSX wB97M-V def2-TZVPD def2/J DEFGRID3
* xyz 0 1
N -3.205 1.314 -1.692
H 0.653 0.568 -0.523
F -1.875 1.530 0.225
C -0.436 -0.955 0.506
C 0.380 -0.562 -0.466
H 0.620 -1.266 -1.277
Br -3.647 -0.483 0.468
H -0.673 -0.465 1.454
H -2.863 2.208 -2.066
C -2.847 1.079 -0.526
H -0.741 -2.003 0.507
*
```

Values from the calculation:
- Structure (SMILES): [H]/N=C(\F)Br.C=C
- Kohn-Sham gap: 10.4 eV

---

Result of the stability comparison: run A is the least stable of them.

---

Run A
The following is a quantum chemistry calculation of a gas-phase ion, C7H14N2O2 (charge +2), from the Open Molecules 2025 dataset.

The geometry in ORCA input format:
```
! RIJCOSX wB97M-V def2-TZVPD def2/J DEFGRID3
* xyz 2 1
N 1.246 -2.942 -0.246
O -0.084 1.301 -0.350
H -0.125 -0.298 2.620
H -0.532 3.037 1.582
O -0.034 -1.435 0.918
H -0.961 2.154 -2.107
H 0.442 2.235 2.824
C -0.710 1.110 -2.555
H 0.000 1.048 -3.423
C 0.185 2.297 1.699
C -0.208 1.085 0.950
H 0.489 -1.354 -2.268
H -1.488 0.566 -2.893
C 0.347 -0.884 -1.302
C -0.330 -0.218 1.565
C -0.096 0.375 -1.357
N -1.602 0.494 1.255
H 1.872 -0.970 0.210
H 1.194 2.752 1.355
H -2.259 0.412 1.991
H 2.258 -2.935 -0.210
H 0.665 -3.342 0.547
H -2.152 0.228 0.476
C 0.985 -1.477 -0.051
H 0.899 -3.241 -1.228
*
```

Values from the calculation:
- Structure (SMILES): CC1=C[C@H]([NH3+])O[C@@H]2[NH2+][C@]2(C)O1
- Kohn-Sham gap: 10.7 eV

---

Run B
The following is a quantum chemistry calculation of a gas-phase ion, C7H14N2O2 (charge +2), from the Open Molecules 2025 dataset.

The geometry in ORCA input format:
```
! RIJCOSX wB97M-V def2-TZVPD def2/J DEFGRID3
* xyz 2 1
C 1.359 -0.900 -0.838
N 1.102 2.427 0.325
C 0.484 1.056 0.558
H 2.074 2.221 0.468
C -0.552 0.936 1.577
C -0.922 0.696 0.144
C 1.446 -0.167 0.482
O 1.146 -0.009 -1.884
H 1.128 -0.477 -2.750
H 2.078 -1.823 -1.043
H -2.681 -2.425 -0.191
H -1.428 1.477 -0.470
H 0.117 -2.168 0.343
O -2.151 -0.825 -1.451
H -0.371 0.128 2.329
C -2.425 -1.402 -0.163
H 2.548 0.194 0.605
H 0.756 2.702 -0.592
H -0.950 1.844 1.888
H 1.161 -0.705 1.442
N 0.024 -1.689 -0.526
H -3.361 -0.873 0.306
H 0.775 3.084 1.047
H -0.192 -2.597 -1.155
C -1.165 -0.703 -0.450
*
```

Values from the calculation:
- Structure (SMILES): [NH3+][C@]12C[C@H](O)[NH2+][C@@]3(CO3)[C@H]1C2
- Kohn-Sham gap: 11.7 eV

---

Result of the stability comparison: run A is the least stable of them.

---

Run A
The following is a quantum chemistry calculation of 2 unconnected molecules or ions with the total composition CH3OS, from the Open Molecules 2025 dataset.

The geometry in ORCA input format:
```
! RIJCOSX wB97M-V def2-TZVPD def2/J DEFGRID3
* xyz -1 1
S -2.173 -0.452 -0.724
H -1.721 -0.302 0.534
C 0.964 0.190 0.039
H 0.599 0.284 -0.992
H 0.667 -0.734 0.561
O 1.664 1.014 0.582
*
```

Values from the calculation:
- Kohn-Sham gap: 6.9 eV

---

Run B
The following is a quantum chemistry calculation of 2 unconnected molecules or ions with the total composition CH3OS, from the Open Molecules 2025 dataset.

The geometry in ORCA input format:
```
! RIJCOSX wB97M-V def2-TZVPD def2/J DEFGRID3
* xyz -1 1
H -0.014 -0.098 0.078
C -1.118 -0.162 0.202
H -1.510 0.545 0.995
S 2.082 0.797 -0.720
H 2.400 -0.305 -0.022
O -1.840 -0.777 -0.532
*
```

Values from the calculation:
- Kohn-Sham gap: 6.9 eV

---

Result of the stability comparison: run B is the least stable of them.